(1)
ORCA calculation (ωB97M-V/def2-TZVPD) on a molecular structure, C15H31AsBrHgN2SeSi3 in a non-equilibrium geometry.

The HOMO-LUMO gap (alpha / beta) is 8.200 / 4.971 eV. As for the total energy: -8932.85522 a.u. The value obtained for the LUMO energy (alpha / beta) is 0.308 / -2.927 eV. As for the multiplicity: 2. Its highest occupied orbital energy (alpha / beta) is -0.2900 / -0.2902 Ha. The energy above the lowest of the compared OMol25 structures with the same formula, charge and spin is 14.3 kcal/mol.

Each line ends with the Löwdin spin population.
Geometry (Å):
Hg -0.3463 1.0674 0.6539  0.2555
Br -3.2540 -5.2111 -2.2414  0.0001
Se -2.7020 1.7285 -1.5837  0.5168
As 2.4246 -0.0371 -0.9251  0.0513
Si 3.0113 -1.7248 -2.4809  0.0091
Si 2.9553 2.0179 -2.0090  0.0031
Si 3.9693 -0.3223 0.8572  0.0036
N -2.1588 4.6036 -1.3677  0.0897
N -0.5497 -1.7728 -0.6081  0.0057
C -1.2187 -1.6333 -1.7425  -0.0012
C 5.7676 -0.7531 0.3445  0.0009
C 3.2608 -1.7654 1.8919  0.0001
C 3.0249 3.4039 -0.6989  0.0013
C 4.8070 -1.8038 -3.1485  0.0039
C -1.5107 -3.9459 -0.3542  -0.0001
C 2.6560 -3.3915 -1.6172  0.0002
C 4.0332 1.2356 1.9634  0.0010
C -2.0614 -2.6060 -2.2614  0.0003
C 1.8533 -1.5031 -3.9830  0.0003
C 4.6378 1.9536 -2.9253  0.0013
C 1.5526 2.3817 -3.2503  -0.0005
C -2.3629 3.4706 -1.4341  0.0501
C -2.1887 -3.7897 -1.5533  0.0003
C -0.7045 -2.8998 0.0697  0.0014
H -0.1424 -2.9822 0.9915  0.0001
H 3.1904 -2.6759 1.3036  0.0000
H 3.9847 3.4311 -0.1912  0.0001
H 4.5617 1.3947 -3.8527  0.0000
H 2.2491 3.2510 0.0514  0.0031
H 2.6319 -4.2193 -2.3175  0.0000
H -2.5873 -2.4516 -3.1904  0.0001
H 1.4300 1.5747 -3.9689  0.0000
H 4.9084 -2.6300 -3.8476  0.0007
H 4.3733 0.9956 2.9660  0.0001
H 5.8460 -1.7783 -0.0059  0.0000
H 0.6036 2.5044 -2.7315  -0.0009
H 4.7093 1.9853 1.5630  0.0001
H 6.4496 -0.6453 1.1828  0.0000
H 2.8596 4.3790 -1.1453  0.0001
H 1.6969 -3.3568 -1.1069  0.0000
H 4.9877 2.9503 -3.1729  0.0001
H -1.0650 -0.6988 -2.2686  -0.0012
H 0.8257 -1.3679 -3.6571  0.0000
H 1.8808 -2.3583 -4.6501  0.0001
H 3.8632 -1.9863 2.7676  0.0000
H 6.1228 -0.1003 -0.4484  0.0000
H 1.7406 3.2939 -3.8102  0.0000
H 5.0816 -0.8950 -3.6744  0.0000
H -1.5910 -4.8556 0.2208  0.0000
H 5.5279 -1.9581 -2.3521  0.0000
H 3.4168 -3.6155 -0.8758  0.0000
H 5.3990 1.4818 -2.3091  0.0001
H 2.2572 -1.5192 2.2308  0.0007
H 3.0464 1.6860 2.0488  0.0026
H 2.1336 -0.6286 -4.5627  0.0000


(2)
ORCA calculation (ωB97M-V/def2-TZVPD) on a molecular structure, C23H32Cl5NO3PtS2Si.

The HOMO-LUMO gap (alpha / beta) is 7.071 / 6.735 eV. As for the total energy: -4682.42687 a.u. The value obtained for the LUMO energy (alpha / beta) is -0.116 / -1.837 eV. As for the multiplicity: 3. Its highest occupied orbital energy (alpha / beta) is -0.2641 / -0.3150 Ha.

Each line ends with the Löwdin spin population.
Geometry (Å):
Pt 1.1781 0.9836 1.5662  0.6240
Cl 2.7673 -1.4704 -0.0333  0.0123
Cl 2.8487 3.7955 1.1192  0.0071
Cl 5.5207 -1.2039 -1.4492  -0.0002
Cl 6.9506 1.5587 -1.5625  0.0049
Cl 5.6138 4.0534 -0.2695  -0.0001
S 0.5609 0.5650 3.7981  0.1211
S -0.5571 1.7972 0.4182  0.4515
Si -1.5955 0.0512 -0.2948  0.0395
O -3.1204 0.0622 0.2756  0.0118
O -0.8304 -1.2527 0.2861  -0.0013
O -1.6940 0.0945 -1.9195  0.0104
N 3.0362 1.6540 3.8305  0.1543
C -2.0430 -2.5263 1.9276  0.0001
C -4.9193 -0.0353 -1.3143  0.0004
C 3.5709 2.3924 0.3911  0.0306
C -2.2176 -3.0677 -0.5257  0.0001
C -1.2604 -0.5302 -4.1530  0.0003
C -0.6202 1.7368 -3.2994  0.0068
C 0.6301 -0.2952 -2.5273  0.0002
C -0.7198 0.2538 -2.9664  0.0015
C 3.5354 0.0793 -0.1186  0.0291
C -0.0673 -3.4448 0.6991  0.0001
C 2.2741 0.5320 3.5119  0.0654
C -3.9707 2.1737 -0.5938  0.0037
C 3.0213 -0.6501 3.2327  0.0696
C -4.3046 0.7508 -0.1638  0.0007
C 5.0734 0.6145 3.2637  0.0958
C -1.3101 -2.5736 0.5934  0.0000
C 4.3704 1.7193 3.6388  0.0501
C 2.9010 1.1730 0.4684  0.0910
C 4.7722 0.1793 -0.7498  -0.0009
C 5.4147 1.4150 -0.8024  0.0138
C 4.8109 2.5309 -0.2280  0.0001
C -5.2367 0.7627 1.0392  0.0000
C 4.3790 -0.6080 3.0950  0.0841
H -5.4450 -0.2581 1.3619  0.0000
H -1.6859 -3.0552 -1.4790  0.0000
H -3.2939 2.1719 -1.4500  0.0008
H -3.4994 2.7190 0.2244  0.0023
H -0.2570 2.2979 -2.4373  0.0077
H 0.4674 -3.4627 -0.2522  0.0000
H 2.4622 -1.5626 3.0882  0.0003
H -0.5920 -0.4369 -5.0101  0.0000
H -6.1806 1.2487 0.7880  0.0000
H 1.0161 0.2663 -1.6742  0.0003
H 0.5977 -3.0451 1.4658  0.0001
H -2.5419 -4.0896 -0.3233  0.0000
H -2.2447 -0.1546 -4.4352  0.0000
H 2.5153 2.4928 4.0450  0.0021
H -3.1033 -2.4364 -0.6118  0.0001
H 0.0691 1.8950 -4.1303  0.0002
H -1.3532 -1.5860 -3.8954  0.0000
H 4.9202 -1.5075 2.8351  0.0024
H 6.1406 0.6840 3.1200  0.0042
H 4.8266 2.6837 3.8094  0.0012
H 1.3521 -0.2152 -3.3421  0.0000
H -4.8821 2.6996 -0.8818  0.0001
H -1.5997 2.1254 -3.5824  0.0000
H -2.9226 -1.8878 1.8562  0.0000
H -1.3807 -2.1239 2.6961  0.0001
H -5.1528 -1.0515 -0.9922  0.0000
H -4.7741 1.3004 1.8673  0.0000
H 0.5465 -1.3431 -2.2369  0.0002
H -2.3555 -3.5291 2.2246  0.0000
H -4.2279 -0.0840 -2.1552  0.0000
H -0.3396 -4.4669 0.9665  0.0000
H -5.8445 0.4412 -1.6428  0.0000


> Among the records above, which one has the lowest total energy?

C15H31AsBrHgN2SeSi3


> Look up the multiplicity of the first one.

2